Entry 1:
Density functional theory data (ωB97M-V with the def2-TZVPD basis set) for 10 unconnected molecules or ions with the total composition C5H31NO10 at a distorted geometry.

Geometry as XYZ:
```
47
Properties=species:S:1:pos:R:3
C -0.147 1.179 -1.122
O 0.109 2.191 -0.159
C 0.492 -0.177 -0.657
C 0.528 -1.184 -1.795
C 1.398 -2.403 -1.469
C 2.885 -2.084 -1.468
N -0.291 -0.668 0.423
H -1.218 1.070 -1.290
H 0.345 1.467 -2.047
H -0.642 2.860 -0.127
H 1.507 0.032 -0.313
H -0.488 -1.512 -2.035
H 0.890 -0.679 -2.687
H 1.094 -2.795 -0.492
H 1.189 -3.206 -2.173
H 3.490 -2.979 -1.400
H 3.179 -1.442 -0.656
H 3.195 -1.591 -2.386
H -0.423 0.031 1.203
H -1.221 -0.987 0.116
H 2.932 0.928 1.939
H 2.166 -0.361 2.327
O 2.442 0.474 2.686
H -0.357 -2.631 1.348
H 0.065 -4.111 1.572
O -0.710 -3.507 1.473
H 3.133 3.066 0.075
H 1.824 2.183 -0.020
O 2.786 2.189 -0.054
H -2.641 -4.061 -0.882
H -2.186 -3.586 0.518
O -2.935 -3.572 -0.119
H -2.950 0.841 1.366
H -1.997 1.595 2.372
O -2.854 1.639 1.908
H -3.388 -1.937 -0.341
H -4.207 -0.933 -1.246
O -3.449 -0.986 -0.626
H -2.733 3.817 -0.430
H -2.387 3.021 0.917
O -2.043 3.655 0.220
H -0.028 2.032 1.657
H 0.705 1.349 2.889
O -0.180 1.673 2.553
H 3.265 1.794 -3.148
H 2.761 1.493 -1.729
O 2.708 1.181 -2.664
```

Output
largest force on an atom = 2.9 eV Å⁻¹
frontier orbital gap (alpha / beta) = 11.529 / 5.955 eV
multiplicity = 2
⟨S²⟩ = 0.75
E_LUMO (alpha / beta) = -2.845 / -8.401 eV
charge = +1
energy relative to the best compared isomer or geometry (same formula, charge and spin) = 0.0 kcal/mol

---

Entry 2:
Density functional theory data (ωB97M-V with the def2-TZVPD basis set) for 12 unconnected molecules or ions with the total composition C5H31NO13 at a distorted geometry.

Geometry as XYZ:
```
50
Properties=species:S:1:pos:R:3
C -0.509 2.732 1.161
C -1.372 1.658 0.478
C -0.859 1.064 -0.800
O -0.628 1.702 -1.803
N -0.356 -0.182 -0.840
C -0.234 -1.097 0.239
C -1.786 -1.828 0.333
O -1.932 -2.694 1.110
H 0.515 2.516 0.937
H -0.814 2.790 2.284
H -0.869 3.826 1.017
H -1.663 0.732 1.072
H -2.406 2.049 0.433
H -0.121 -0.574 -1.746
H 0.015 -0.632 1.218
H 0.691 -1.911 0.142
H -2.538 -1.435 -0.331
O 3.397 1.851 2.012
H 4.136 1.233 2.040
H 3.529 2.275 1.139
O -0.263 -4.580 2.378
H -0.337 -3.899 2.991
H -1.105 -4.666 1.854
O -1.994 1.546 4.007
H -1.560 1.951 4.830
H -2.415 2.245 3.619
O -2.390 3.354 -2.208
H -2.592 2.892 -3.046
H -1.625 2.734 -2.036
O 2.265 0.575 3.991
H 2.481 1.241 3.354
H 2.317 0.837 4.843
O -0.440 -3.178 -2.555
H 0.262 -3.701 -2.825
H -1.129 -3.889 -2.653
O 3.096 2.025 -1.337
H 3.916 1.644 -0.962
H 2.622 1.178 -1.534
O 0.336 -1.248 -4.806
H -0.140 -0.392 -4.933
H -0.237 -1.931 -4.397
O 1.126 0.330 -3.048
H 0.792 1.140 -3.127
H 0.920 -0.156 -3.880
O 3.387 -1.190 -1.343
H 2.842 -0.536 -1.945
H 3.014 -2.028 -1.288
O -2.622 -0.746 2.880
H -1.933 -1.274 2.543
H -2.218 -0.139 3.562
```

Output
SMILES string = CCC(=O)NCC=O.O.O.O.O.O.O.O.O.O.O.O
largest force on an atom = 5.9 eV Å⁻¹
frontier orbital gap = 8.929 eV
E_LUMO = -0.301 eV
charge = 0
energy relative to the best compared isomer or geometry (same formula, charge and spin) = 142.6 kcal/mol

---

Entry 3:
Density functional theory data (ωB97M-V with the def2-TZVPD basis set) for 11 unconnected molecules or ions with the total composition C5H32N2O11 at a distorted geometry.

Geometry as XYZ:
```
50
Properties=species:S:1:pos:R:3
C -2.661 -1.902 0.633
C -1.298 -1.267 0.603
O -1.042 -0.082 0.589
N -0.340 -2.205 0.400
C 1.025 -1.880 -0.100
C 1.763 -3.153 -0.500
C 1.896 -1.046 0.856
N 1.736 0.376 0.820
H -2.633 -2.985 0.518
H -3.201 -1.679 1.555
H -3.274 -1.627 -0.223
H -0.457 -3.205 0.303
H 0.822 -1.313 -1.006
H 1.456 -3.540 -1.459
H 2.816 -2.894 -0.463
H 1.758 -3.937 0.268
H 2.946 -1.287 0.752
H 1.683 -1.461 1.839
H 1.763 0.724 -0.141
H 0.942 0.751 1.309
O -0.823 3.429 0.047
H -0.303 3.584 -0.749
H -0.970 2.475 -0.048
O 1.814 2.148 -3.266
H 1.360 2.717 -2.597
H 2.654 2.598 -3.175
O -2.066 -2.692 -2.412
H -2.651 -2.271 -3.073
H -1.296 -2.124 -2.440
O 1.894 3.653 -0.745
H 1.886 4.614 -0.729
H 1.816 3.452 0.202
O -4.201 1.188 0.030
H -3.641 1.527 0.740
H -3.561 0.786 -0.561
O -0.658 -2.629 3.568
H -0.545 -3.584 3.447
H 0.207 -2.287 3.329
O 1.426 4.083 2.335
H 0.460 4.221 2.277
H 1.298 3.537 3.134
O 1.513 -0.636 -3.050
H 2.082 -1.185 -3.590
H 1.932 0.257 -3.101
O -1.197 0.153 -2.618
H -1.187 0.544 -3.509
H -0.280 -0.161 -2.579
O 1.000 0.140 3.790
H 1.784 0.348 3.271
H 0.281 -0.028 3.179
```

Output
SMILES string = CC(=O)N[C@H](C)CN.O.O.O.O.O.O.O.O.O.O
largest force on an atom = 2.5 eV Å⁻¹
frontier orbital gap = 9.076 eV
E_LUMO = 0.095 eV
charge = 0
energy relative to the best compared isomer or geometry (same formula, charge and spin) = 53.4 kcal/mol

---

Entry 4:
Density functional theory data (ωB97M-V with the def2-TZVPD basis set) for 11 unconnected molecules or ions with the total composition C5H32N2O11 at a distorted geometry.

Geometry as XYZ:
```
50
Properties=species:S:1:pos:R:3
C 1.499 -0.239 3.564
C 0.923 0.012 2.111
C 0.784 -1.374 1.337
C -0.199 -2.288 2.031
O -0.452 -3.301 1.432
N 1.952 0.692 1.365
C 1.625 1.989 0.887
N 0.696 2.045 -0.293
H 2.079 0.787 3.839
H 0.506 -0.217 4.084
H 2.225 -1.073 3.690
H 0.111 0.666 2.195
H 0.602 -1.188 0.237
H 1.800 -1.719 1.409
H -0.566 -1.884 2.969
H 2.918 0.788 1.791
H 1.507 2.715 1.739
H 2.731 2.341 0.537
H 0.930 1.150 -0.663
H -0.309 1.996 -0.063
H 1.891 1.440 -2.076
H 1.590 2.200 -3.422
O 2.222 1.956 -2.803
H -3.807 1.003 3.061
H -3.467 1.461 1.577
O -4.168 1.055 2.192
H -2.247 2.448 0.022
H -2.546 3.738 0.874
O -2.334 2.845 0.886
H -1.461 -2.292 -1.742
H -1.846 -2.254 -0.119
O -1.981 -1.892 -0.984
H -3.889 -1.216 -0.186
H -4.354 -0.460 1.122
O -4.114 -1.273 0.794
H -2.237 1.096 -1.828
H -2.262 -0.140 -1.019
O -1.838 0.774 -1.021
H 4.517 0.369 -1.869
H 3.354 0.572 -2.987
O 3.994 -0.050 -2.500
H 2.827 -3.024 -0.832
H 3.392 -2.465 -1.933
O 2.574 -2.643 -1.614
H -2.851 1.140 -4.311
H -1.551 1.873 -3.909
O -2.187 1.233 -3.568
H 0.346 -3.885 -2.014
H 0.897 -2.464 -1.745
O 0.172 -3.042 -2.243
```

Output
largest force on an atom = 6.4 eV Å⁻¹
frontier orbital gap (alpha / beta) = 9.409 / 4.706 eV
multiplicity = 2
⟨S²⟩ = 0.76
E_LUMO (alpha / beta) = -3.214 / -7.916 eV
charge = +1
energy relative to the best compared isomer or geometry (same formula, charge and spin) = 146.8 kcal/mol

---

Entry 5:
Density functional theory data (ωB97M-V with the def2-TZVPD basis set) for 10 unconnected molecules or ions with the total composition C5H32N2O9S at a distorted geometry.

Geometry as XYZ:
```
49
Properties=species:S:1:pos:R:3
C 3.769 0.204 -0.171
C 2.251 0.417 -0.201
N 1.983 1.476 0.804
C 0.530 1.801 0.984
C 0.383 2.686 2.240
N -1.092 2.918 2.387
C -0.117 2.363 -0.264
S -1.025 1.068 -1.191
H 4.182 1.158 -0.447
H 4.083 -0.519 -0.910
H 4.224 -0.192 0.735
H 1.728 -0.521 0.140
H 1.812 0.659 -1.168
H 2.416 2.302 0.348
H 0.105 0.839 1.315
H 0.864 2.168 3.106
H 0.931 3.646 2.206
H -1.160 3.841 2.780
H -1.589 2.128 2.755
H -0.923 2.984 0.144
H 0.563 2.889 -0.944
H -1.484 1.856 -2.155
O -4.124 1.080 2.041
H -3.515 0.946 1.308
H -5.018 1.086 1.683
O 0.704 -3.309 1.845
H 1.052 -2.704 2.525
H 1.393 -3.978 1.766
O 0.217 0.058 -4.525
H -0.708 -0.169 -4.357
H 0.679 -0.769 -4.644
O 1.802 -0.514 3.007
H 1.812 0.274 2.447
H 1.482 -0.316 3.888
O 2.950 -0.852 -3.843
H 2.434 -1.100 -3.067
H 2.311 -0.917 -4.551
O -2.035 -2.895 1.301
H -1.279 -2.422 1.678
H -1.810 -3.057 0.379
O -2.048 -1.730 -4.195
H -2.969 -1.520 -4.036
H -1.752 -2.552 -3.782
O -0.703 -2.141 -1.736
H 0.013 -2.135 -1.074
H -0.389 -1.364 -2.232
O -4.524 -1.827 1.659
H -3.694 -2.300 1.853
H -4.714 -1.045 2.174
```

Output
SMILES string = CCN[C@@H](CN)CS.O.O.O.O.O.O.O.O.O
largest force on an atom = 2.7 eV Å⁻¹
frontier orbital gap = 9.359 eV
E_LUMO = 0.208 eV
charge = 0
energy relative to the best compared isomer or geometry (same formula, charge and spin) = 74.1 kcal/mol

---

Entry 6:
Density functional theory data (ωB97M-V with the def2-TZVPD basis set) for 11 unconnected molecules or ions with the total composition C5H33N2O11 at a distorted geometry.

Geometry as XYZ:
```
51
Properties=species:S:1:pos:R:3
C -1.587 -0.633 0.297
C -0.343 0.057 -0.231
C 0.455 -0.799 -1.219
C 1.915 -0.271 -1.002
C 2.597 -0.803 0.193
N 2.777 -2.079 0.458
O 3.084 0.016 1.027
N -0.839 1.268 -1.011
H -2.192 -0.061 1.002
H -1.374 -1.594 0.752
H -2.334 -0.839 -0.476
H 0.154 0.353 0.690
H 0.459 -1.846 -0.907
H 0.283 -0.819 -2.290
H 2.630 -0.417 -1.828
H 1.943 0.819 -1.054
H 3.514 -2.331 1.106
H 2.114 -2.726 0.060
H -1.239 1.840 -0.259
H -0.238 1.757 -1.687
H -1.488 0.919 -1.732
H -2.039 -0.673 -3.565
H -1.423 0.442 -4.516
O -1.612 0.189 -3.610
H -3.037 -2.853 2.077
H -3.130 -2.032 3.510
O -2.788 -2.113 2.622
H 2.849 2.720 0.203
H 2.646 1.728 1.379
O 2.310 2.520 0.950
H -1.925 -3.659 -0.954
H -1.405 -3.735 -2.316
O -1.793 -3.082 -1.717
H 1.936 2.364 -3.931
H 1.480 0.935 -3.393
O 1.766 1.821 -3.167
H 0.138 3.283 4.025
H 0.841 2.951 2.735
O 0.220 3.577 3.111
H 1.136 -1.715 4.669
H 0.538 -1.659 3.195
O 1.110 -2.108 3.813
H 0.445 -5.333 0.129
H 0.440 -4.498 1.370
O -0.062 -4.627 0.553
H -0.036 4.886 -0.327
H 0.383 3.778 0.801
O -0.219 4.055 0.111
H -2.341 3.970 0.385
H -3.764 3.764 -0.109
O -2.954 3.289 0.077
```

Output
largest force on an atom = 3.3 eV Å⁻¹
frontier orbital gap (alpha / beta) = 9.241 / 4.667 eV
multiplicity = 2
⟨S²⟩ = 0.75
E_LUMO (alpha / beta) = -6.956 / -11.530 eV
charge = +2
energy relative to the best compared isomer or geometry (same formula, charge and spin) = 0.0 kcal/mol